{"formula": "C23H26MoN6O8S2", "method": "wB97M-V/def2-TZVPD", "orbital_gap_ev": [6.73, 6.93], "multiplicity": 3, "molar_mass_g_mol": 674.6, "e_above_lowest_kj_mol": 24.3, "energy_ha": -2687.12046, "charge": 0, "symbols": ["Mo", "N", "C", "S", "N", "N", "C", "C", "C", "C", "C", "C", "C", "O", "H", "H", "H", "H", "H", "H", "H", "C", "C", "C", "O", "C", "O", "O", "H", "H", "H", "H", "H", "H", "H", "O", "C", "C", "C", "C", "C", "C", "C", "O", "N", "O", "O", "H", "H", "H", "H", "C", "N", "C", "C", "N", "C", "S", "H", "H", "H", "H", "H", "H", "H", "H"], "coordinates": [[-0.318, 0.206, 0.534], [0.128, -1.650, 4.456], [0.092, -0.803, 3.392], [0.841, -1.389, 1.901], [-0.388, 0.386, 3.570], [-0.274, 1.170, 2.433], [-0.128, 2.433, 2.630], [0.259, 3.360, 1.610], [0.256, 4.735, 1.913], [0.739, 5.658, 1.021], [1.272, 5.221, -0.197], [1.306, 3.885, -0.513], [0.788, 2.935, 0.376], [0.859, 1.651, 0.023], [0.245, -2.630, 4.272], [-0.401, -1.385, 5.269], [-0.220, 2.789, 3.654], [-0.138, 5.052, 2.871], [0.719, 6.712, 1.261], [1.657, 5.944, -0.905], [1.692, 3.529, -1.458], [-4.201, 1.856, -2.554], [-2.987, 0.958, -2.334], [-2.276, 0.646, -3.647], [-3.379, -0.252, -1.687], [-2.006, 1.698, -1.419], [-1.472, 2.709, -1.798], [-1.854, 1.195, -0.201], [-4.899, 1.371, -3.241], [-3.893, 2.809, -2.982], [-4.711, 2.038, -1.608], [-2.964, 0.140, -4.328], [-1.418, -0.003, -3.466], [-1.928, 1.564, -4.116], [-3.940, -0.736, -2.304], [-1.988, -1.030, 1.090], [-2.403, -2.017, 0.472], [-1.838, -2.619, -0.699], [-2.441, -3.804, -1.142], [-1.989, -4.419, -2.276], [-0.926, -3.883, -3.020], [-0.334, -2.721, -2.614], [-0.772, -2.039, -1.450], [-0.192, -0.930, -1.145], [-2.629, -5.652, -2.724], [-3.547, -6.094, -2.056], [-2.217, -6.163, -3.748], [-3.299, -2.505, 0.874], [-3.266, -4.238, -0.593], [-0.593, -4.401, -3.907], [0.489, -2.283, -3.163], [4.445, -2.570, 1.425], [4.172, -1.159, 1.440], [4.489, -0.320, 2.582], [3.787, 0.992, 2.226], [3.684, 0.874, 0.776], [3.701, -0.441, 0.402], [3.183, -0.998, -1.074], [3.843, -3.082, 2.181], [5.502, -2.762, 1.625], [4.188, -2.955, 0.442], [5.573, -0.191, 2.677], [4.110, -0.762, 3.505], [4.364, 1.867, 2.519], [2.796, 1.043, 2.690], [3.046, 1.459, 0.259]], "forces_ev_per_a": [[-0.2, 0.3, 0.3], [0.0, 0.0, 0.0], [0.1, 0.1, 0.0], [0.1, 0.0, 0.1], [0.0, 0.0, 0.0], [0.0, -0.1, -0.1], [0.0, -0.1, 0.2], [0.0, 0.1, -0.1], [0.0, -0.1, 0.0], [0.0, 0.0, 0.0], [0.0, 0.0, 0.0], [0.0, -0.1, 0.0], [0.0, 0.0, -0.1], [0.0, -0.1, -0.1], [0.0, 0.0, 0.0], [0.0, 0.0, 0.0], [0.0, 0.0, 0.0], [0.0, 0.0, 0.0], [0.0, 0.0, 0.0], [0.0, 0.0, 0.0], [0.0, 0.0, 0.0], [0.0, 0.0, 0.0], [0.0, 0.0, 0.0], [0.0, 0.0, 0.0], [0.0, 0.0, 0.0], [-0.1, -0.1, 0.1], [0.1, 0.1, 0.0], [0.1, 0.1, -0.1], [0.0, 0.0, 0.0], [0.0, 0.0, 0.0], [0.0, 0.0, 0.0], [0.0, 0.0, 0.0], [0.0, 0.0, 0.0], [0.0, 0.0, 0.0], [0.0, 0.0, 0.0], [0.0, -0.1, -0.2], [0.1, 0.0, 0.0], [0.0, 0.0, 0.0], [0.0, 0.0, 0.0], [0.0, 0.0, 0.0], [0.0, 0.0, 0.0], [0.0, 0.0, 0.0], [0.1, -0.1, 0.0], [-0.2, 0.1, 0.0], [-0.1, 0.0, -0.1], [0.1, 0.0, 0.0], [0.0, 0.0, 0.1], [0.0, 0.0, 0.0], [0.0, 0.0, 0.0], [0.0, 0.0, 0.0], [0.0, 0.0, 0.0], [0.0, 0.0, 0.0], [0.0, 0.0, 0.0], [0.0, 0.0, 0.0], [0.0, 0.0, 0.0], [0.0, 0.0, 0.0], [0.0, 0.1, 0.1], [0.0, -0.1, -0.1], [0.0, 0.0, 0.0], [0.0, 0.0, 0.0], [0.0, 0.0, 0.0], [0.0, 0.0, 0.0], [0.0, 0.0, 0.0], [0.0, 0.0, 0.0], [0.0, 0.0, 0.0], [0.0, 0.0, 0.0]]}